1.
{
  "formula": "C7H6AlN2O4",
  "method": "the ωB97M-V functional and the def2-TZVPD basis",
  "species": ["Al", "O", "O", "O", "O", "N", "N", "C", "C", "C", "C", "C", "C", "C", "H", "H", "H", "H", "H", "H"],
  "xyz": [[-1.48511, -1.23129, -1.16527], [-3.25171, 1.17168, -1.83657], [-2.18157, -3.00655, 1.23820], [0.57046, -2.21802, -3.21549], [-3.65028, -3.01121, -2.82172], [-0.39818, -0.11410, -0.01801], [1.34232, 1.12101, 1.06392], [-2.65232, 0.22813, -1.63939], [-0.24541, -1.89034, -2.48506], [-1.97856, -2.40499, 0.29964], [1.01525, 2.20247, 2.06383], [2.86382, 0.95010, 0.86869], [-2.88705, -2.38812, -2.24035], [0.42959, 0.45353, 0.47997], [0.44842, 1.75200, 2.87612], [3.13230, 1.16507, -0.16267], [1.90829, 2.66965, 2.48479], [3.43359, 1.63618, 1.49708], [0.43213, 2.97259, 1.56137], [3.15404, -0.05777, 1.15089]],
  "fmax_ev_per_a": 9.77,
  "lumo_energy_ev": -14.42,
  "gap_ev": 6.5,
  "total_charge": 3,
  "mol_weight_g_mol": 209.1,
  "spin_multiplicity": 1,
  "homo_energy_ev": -20.93
}



2.
{
  "formula": "C4H12N3",
  "method": "the ωB97M-V functional and the def2-TZVPD basis",
  "species": ["N", "N", "N", "C", "C", "C", "C", "H", "H", "H", "H", "H", "H", "H", "H", "H", "H", "H", "H"],
  "xyz": [[0.69770, 1.34020, 1.93493], [0.26003, -0.13037, 0.50037], [-0.51273, 0.01337, -0.66678], [-1.43414, -1.22211, -0.69375], [0.47546, -0.16796, -1.80095], [-0.29311, 0.26542, 1.80626], [1.31836, 0.93149, 0.65783], [-0.15069, -0.11352, -2.60093], [1.37749, 1.67991, -0.11644], [1.34775, 1.30652, 2.74753], [2.19476, 0.28608, 0.61743], [1.12310, -1.13905, -1.89184], [-1.37012, 0.62664, 1.60877], [-0.71178, -2.08488, -0.47494], [-2.25017, -1.17187, 0.14238], [-1.78459, -1.42261, -1.71199], [1.17316, 0.65953, -1.74820], [-1.06752, 0.84402, -0.80430], [-0.39294, -0.50080, 2.49462]],
  "fmax_ev_per_a": 4.10,
  "lumo_energy_ev": -2.91,
  "gap_ev": 10.3,
  "total_charge": 1,
  "mol_weight_g_mol": 102.2,
  "spin_multiplicity": 1,
  "homo_energy_ev": -13.25,
  "smiles": "C[NH+](C)N1CNC1"
}



3.
{
  "formula": "C35H24BrN8O11SV",
  "method": "the ωB97M-V functional and the def2-TZVPD basis",
  "species": ["Br", "V", "S", "O", "O", "O", "O", "O", "O", "O", "O", "O", "O", "O", "N", "N", "N", "N", "N", "N", "N", "N", "C", "C", "C", "C", "C", "C", "C", "C", "C", "C", "C", "C", "C", "C", "C", "C", "C", "C", "C", "C", "C", "C", "C", "C", "C", "C", "C", "C", "C", "C", "C", "C", "C", "C", "C", "H", "H", "H", "H", "H", "H", "H", "H", "H", "H", "H", "H", "H", "H", "H", "H", "H", "H", "H", "H", "H", "H", "H", "H"],
  "xyz": [[5.42205, -3.87386, -2.59858], [-0.25915, 0.10311, -0.82686], [1.44185, -1.60490, 1.29735], [-2.61782, 3.29843, 0.57913], [-0.90954, -2.65585, -2.67547], [-5.37077, 5.37098, -2.68897], [-1.49026, 0.57643, -2.12948], [-1.08484, 1.86974, 0.04667], [0.23715, -2.37277, 1.13218], [-3.05888, 0.55471, -5.85176], [2.68406, -2.15198, 0.80504], [0.70412, -1.34746, -1.81551], [-5.40641, 4.61339, -4.70542], [-1.15952, 0.36704, -4.84138], [-3.51473, -2.42267, 0.54794], [-5.01788, 4.58593, -3.54982], [2.00387, -4.91564, -4.62071], [1.16676, -0.11307, 0.72074], [1.19438, 1.54099, -1.47146], [-2.29906, 0.76830, -4.92387], [-2.00944, -0.83077, 0.21152], [-2.10756, 2.55172, -0.26587], [-3.68872, 2.60410, -4.17145], [1.08756, -4.12398, -4.06510], [1.36788, -3.20322, -3.06443], [-2.22397, 1.51662, -2.51897], [3.25032, -4.81185, -4.17016], [3.15260, 3.43910, -1.91779], [-2.67491, -0.57004, 1.40966], [2.28728, 0.72305, 0.52101], [2.64625, -2.10466, 3.70483], [-4.07912, 3.52930, -3.17918], [2.24377, 1.63330, -0.59690], [0.26368, -2.35006, -2.48300], [-2.53971, -1.92621, -0.25661], [-4.45039, -1.59388, 2.74970], [2.66974, -3.09730, -2.59568], [3.41491, 0.75601, 1.30576], [-3.62287, -1.57332, 1.63239], [-2.52341, 0.45920, 2.33977], [2.07955, 3.34963, -2.75114], [2.81521, -1.93663, 5.07262], [3.27859, 2.55775, -0.81750], [4.40775, 2.56839, 0.03973], [2.01845, -1.05414, 5.79263], [-3.33837, 0.44355, 3.45449], [-2.78108, 1.65200, -3.83326], [1.66475, -1.38274, 3.04489], [4.46392, 1.67028, 1.06157], [1.11690, 2.35059, -2.49447], [-2.62876, 2.52363, -1.56774], [1.03971, -0.33634, 5.10700], [-4.29017, -0.56758, 3.65920], [3.61451, -3.92672, -3.16849], [0.85994, -0.49402, 3.74406], [-3.56553, 3.50431, -1.91245], [2.19260, -0.88771, 7.27691], [3.27812, -2.77896, 3.14255], [2.90561, -2.40631, -1.79753], [3.92697, 4.17859, -2.08693], [1.45719, -1.47931, 7.82726], [5.20623, 3.27781, -0.13748], [3.18223, -1.21120, 7.59950], [0.27635, 2.19861, -3.16264], [-4.02987, -3.26625, 0.37865], [3.58762, -2.49772, 5.58667], [1.95806, 4.00233, -3.60409], [3.99525, -5.45929, -4.61911], [0.41260, 0.36320, 5.64826], [0.10201, 0.07458, 3.21930], [2.06195, 0.15266, 7.57677], [5.32643, 1.64825, 1.71646], [-1.81007, 1.25136, 2.17092], [3.52111, 0.07626, 2.13752], [-4.08174, 2.66751, -5.17303], [-4.91390, -0.53923, 4.54358], [-3.86099, 4.23605, -1.17565], [-3.24752, 1.23959, 4.18215], [-5.18120, -2.37729, 2.90465], [0.07010, -4.20845, -4.42622], [-2.21981, -2.39500, -1.17887]],
  "fmax_ev_per_a": 1.75,
  "lumo_energy_ev": [1.23, 1.35],
  "gap_ev": [4.9, 4.9],
  "total_charge": -1,
  "mol_weight_g_mol": 895.5,
  "spin_multiplicity": 2,
  "homo_energy_ev": [-3.64, -3.55]
}



4.
{
  "formula": "C24H37BrN5O8PSr",
  "method": "the ωB97M-V functional and the def2-TZVPD basis",
  "species": ["Sr", "Br", "P", "O", "O", "O", "O", "O", "O", "O", "O", "N", "N", "N", "N", "N", "C", "C", "C", "C", "C", "C", "C", "C", "C", "C", "C", "C", "C", "C", "C", "C", "C", "C", "C", "C", "C", "C", "C", "C", "H", "H", "H", "H", "H", "H", "H", "H", "H", "H", "H", "H", "H", "H", "H", "H", "H", "H", "H", "H", "H", "H", "H", "H", "H", "H", "H", "H", "H", "H", "H", "H", "H", "H", "H", "H", "H"],
  "xyz": [[9.27303, 9.17292, 8.60619], [5.70809, 15.52009, 7.37854], [6.72129, 11.78352, 13.51942], [6.28245, 7.93455, 12.00174], [7.97962, 8.92325, 10.89030], [6.36669, 6.54750, 5.94001], [11.79635, 11.44236, 11.78223], [7.13952, 8.08718, 7.41510], [10.73450, 10.76690, 9.94883], [10.24949, 10.15367, 6.23272], [11.73011, 11.76287, 5.98477], [10.90948, 8.03151, 10.86327], [7.78050, 11.47125, 8.43589], [8.59884, 6.44930, 9.63379], [9.74325, 7.08636, 6.82912], [11.96896, 8.66580, 7.96788], [10.14096, 6.97469, 11.55180], [5.88301, 12.72951, 7.67368], [5.68907, 11.35769, 12.01196], [11.26741, 10.57872, 11.12712], [8.45815, 12.61931, 8.56292], [11.06897, 7.11714, 6.11555], [7.16561, 7.97342, 11.12275], [6.52927, 11.51343, 7.96751], [9.66595, 5.71703, 7.48171], [8.47913, 11.60987, 12.84810], [8.50969, 5.57606, 8.48007], [7.28900, 6.72603, 10.23453], [12.37498, 9.98315, 7.33472], [12.24590, 7.49295, 7.07462], [8.71766, 7.16026, 5.79480], [11.37865, 10.70311, 6.40913], [6.71531, 13.66936, 13.52521], [12.77619, 8.52764, 9.24119], [7.25565, 7.29765, 6.42420], [11.21693, 9.19340, 11.74161], [6.60952, 13.94172, 7.80166], [9.54667, 5.92902, 10.58030], [7.91323, 13.87028, 8.30510], [12.14280, 7.55993, 10.19837], [10.43930, 9.19273, 12.45740], [13.84402, 8.16480, 9.03814], [9.24377, 12.14723, 13.49585], [6.13862, 10.51086, 7.70261], [5.97888, 10.33146, 11.59317], [10.76222, 6.36749, 12.24403], [10.97926, 7.78006, 5.27937], [12.15188, 9.04084, 12.25719], [8.43849, 12.07622, 11.83577], [4.61538, 11.36344, 12.29164], [12.44470, 6.67927, 7.77941], [12.56172, 10.70044, 8.12042], [9.06819, 5.12489, 11.18624], [6.52796, 6.75504, 9.43398], [4.81863, 12.69716, 7.32104], [13.16446, 7.67854, 6.57165], [8.44523, 4.50307, 8.66079], [9.34135, 7.50991, 12.11253], [6.82376, 5.89129, 10.77562], [8.67110, 6.33077, 5.12278], [8.50419, 14.77133, 8.45185], [7.59466, 13.82484, 14.32327], [13.35169, 9.83359, 6.83519], [7.50798, 5.58957, 7.99452], [12.82404, 9.55627, 9.71149], [5.67906, 12.09444, 11.26583], [12.95355, 7.30287, 10.97190], [9.63534, 4.92056, 6.67492], [5.73452, 14.05510, 13.81787], [11.32194, 6.15348, 5.70088], [8.69342, 10.61841, 12.74216], [9.48004, 12.54536, 8.97100], [11.94902, 6.66048, 9.69836], [8.94731, 8.04137, 5.29404], [6.95428, 14.14639, 12.50130], [10.45884, 5.53154, 10.09988], [10.56788, 5.58348, 8.07064]],
  "fmax_ev_per_a": 3.77,
  "lumo_energy_ev": 3.72,
  "gap_ev": 7.2,
  "total_charge": -2,
  "mol_weight_g_mol": 722.1,
  "spin_multiplicity": 1,
  "homo_energy_ev": -3.49
}



5.
{
  "formula": "C24H66N2O10",
  "method": "the ωB97M-V functional and the def2-TZVPD basis",
  "species": ["O", "O", "O", "O", "O", "O", "O", "O", "O", "O", "N", "N", "C", "C", "C", "C", "C", "C", "C", "C", "C", "C", "C", "C", "C", "C", "C", "C", "C", "C", "C", "C", "C", "C", "C", "C", "H", "H", "H", "H", "H", "H", "H", "H", "H", "H", "H", "H", "H", "H", "H", "H", "H", "H", "H", "H", "H", "H", "H", "H", "H", "H", "H", "H", "H", "H", "H", "H", "H", "H", "H", "H", "H", "H", "H", "H", "H", "H", "H", "H", "H", "H", "H", "H", "H", "H", "H", "H", "H", "H", "H", "H", "H", "H", "H", "H", "H", "H", "H", "H", "H", "H"],
  "xyz": [[1.30071, -3.78659, -2.89056], [2.60534, -1.53718, -2.19049], [-0.95986, -2.62102, -4.08141], [0.54813, -0.68461, -3.64085], [2.36978, 5.36743, -2.73414], [-2.14989, -1.77631, 4.32732], [-2.17896, -2.61539, 0.67202], [2.15740, -2.16443, 0.79324], [-0.44995, -1.21780, -0.87327], [-1.31081, -4.68393, -1.03404], [1.47369, 4.68513, -1.86639], [-2.83052, -1.07880, 3.32450], [1.12683, 3.51001, 0.19179], [2.42237, -4.56401, 1.07046], [-4.43744, 0.74114, 1.79228], [2.82769, 5.28353, 0.04139], [-0.48210, 4.95716, -3.32863], [-2.92025, 0.76173, 1.74576], [0.43349, 3.97778, -2.59273], [1.51852, -3.37806, 1.26783], [3.26202, 3.09873, -1.06527], [-0.47345, 3.21044, -1.61240], [1.15435, -3.12424, 2.70468], [3.98284, -1.66602, -2.55372], [-2.24600, 0.21839, 2.99123], [4.72456, -2.68158, -1.70121], [-4.83497, -0.70970, 2.02115], [-4.27094, -1.31409, 3.29208], [2.18799, 4.13113, -0.71493], [-2.35025, 1.22671, 4.15604], [-4.99970, -0.69117, 4.49851], [-4.52346, -2.81437, 3.30648], [0.29791, 2.47317, -0.52712], [-0.76471, 0.04526, 2.67129], [4.60101, -0.28842, -2.61631], [1.00887, 2.98945, -3.62127], [-4.82647, 1.44423, 2.53197], [-5.91338, -0.87458, 1.95096], [2.72336, -4.66222, 0.02586], [-6.06801, -0.90062, 4.39686], [-0.09061, -1.27033, -1.77031], [4.55960, 0.16490, -1.62106], [1.01401, -4.66464, -2.61939], [-2.61809, 0.10058, 0.91937], [3.94420, 3.45484, -1.84310], [0.57623, 4.33235, 0.65186], [0.21253, -0.73405, -0.36392], [-0.37849, 0.89856, 2.11121], [0.11899, 5.60085, -3.97702], [-0.67173, -0.78311, 1.95587], [-1.75178, -4.03137, -0.46164], [-4.85748, 1.04946, 0.83253], [1.66532, 2.99057, 0.99679], [-1.25075, -4.25094, -1.88999], [0.64391, -0.07788, -4.38146], [1.61201, 3.43636, -4.40966], [4.35786, -3.69186, -1.87332], [0.79922, -2.09962, 2.81879], [2.90328, 2.15116, -1.46559], [-2.51038, 1.72422, 1.42419], [-2.15425, 0.76944, 5.12822], [3.28377, -4.58869, 1.73832], [3.84334, 2.90666, -0.16042], [2.06732, 6.03928, 0.25756], [-2.18771, -1.22952, 5.13036], [5.80313, -2.69270, -1.88315], [1.86390, -5.47895, 1.31005], [0.52558, -3.39028, -3.32926], [3.94471, 0.33776, -3.22899], [-1.03405, 5.59388, -2.63570], [-0.42897, 1.93871, 0.08870], [-1.51914, -2.11950, 0.13419], [-5.58999, -2.98908, 3.15428], [0.35672, -3.76320, 3.09080], [-1.06794, 2.51184, -2.20599], [-1.68466, 2.08809, 4.04743], [-3.98493, -3.28050, 2.48051], [4.67119, -2.38372, -0.64566], [-1.88390, -2.44282, -4.28496], [0.95714, 1.70203, -0.93262], [-4.94631, 0.39840, 4.48295], [3.66278, 5.75478, -0.47058], [1.41453, -0.67715, -3.18085], [3.16574, 4.93810, 1.02340], [-1.14262, 3.92266, -1.12637], [0.60655, -3.49797, 0.67051], [0.21092, 2.33487, -3.97666], [1.71956, 2.32592, -3.11478], [-4.43907, -1.28874, 1.17735], [-4.62256, -1.03358, 5.46195], [-2.32112, -2.05230, 1.45232], [-4.21852, -3.24686, 4.25513], [-0.48724, -1.80317, -4.30522], [5.59297, -0.31029, -3.05326], [-3.33200, 1.70900, 4.19525], [2.19999, -2.41520, -2.33835], [-1.19817, 4.41249, -3.94257], [4.02661, -2.07337, -3.57890], [-0.11131, -0.22859, 3.49448], [1.98327, -3.23764, 3.41115], [2.43535, -2.29811, -0.12058], [2.00574, 6.25170, -2.83317]],
  "fmax_ev_per_a": 1.81,
  "lumo_energy_ev": 0.22,
  "gap_ev": 8.6,
  "total_charge": 0,
  "mol_weight_g_mol": 542.8,
  "spin_multiplicity": 1,
  "homo_energy_ev": -8.39,
  "smiles": "CC1(C)CCCC(C)(C)N1O.CC1(C)CCCC(C)(C)N1O.CC(C)O.CC(C)O.O.O.O.O.O.O"
}



6.
{
  "formula": "C3H8N5",
  "method": "the ωB97M-V functional and the def2-TZVPD basis",
  "species": ["N", "N", "N", "N", "N", "C", "C", "C", "H", "H", "H", "H", "H", "H", "H", "H"],
  "xyz": [[-1.18870, 0.05204, -0.66616], [0.04266, 1.88109, 0.00266], [2.07863, -1.05117, -0.04875], [-0.12026, -0.73644, -0.60978], [-2.39169, -1.05514, 0.49492], [1.07185, -0.24645, -0.14615], [1.21390, 1.17340, 0.33063], [-1.06340, 1.33781, -0.33495], [1.83694, -2.12220, -0.24821], [3.01952, -0.68676, 0.03239], [-3.27910, -0.95080, -0.06204], [-0.16009, -1.63010, -1.10494], [-2.53418, -0.63054, 1.43412], [1.27518, 1.13150, 1.46718], [-2.01438, 1.97371, -0.45689], [2.21313, 1.56005, -0.08402]],
  "fmax_ev_per_a": 5.70,
  "lumo_energy_ev": [-4.79, -5.30],
  "gap_ev": [8.5, 8.1],
  "total_charge": 1,
  "mol_weight_g_mol": 114.1,
  "spin_multiplicity": 1,
  "homo_energy_ev": [-13.33, -13.40]
}



Q: Number 4 is which compound?
A: C24H37BrN5O8PSr



Q: Which formula does entry 5 have?
A: C24H66N2O10